Record 1
DFT (wB97M-V/def2-TZVPD) results for one molecule with the formula C6H10O.

The geometry in XYZ format:
```
17
Properties=species:S:1:pos:R:3:forces:R:3
C 1.752 -1.136 0.359 0.00 0.00 0.00
C 0.854 -0.234 -0.476 0.21 0.08 0.07
O -0.237 -1.017 -0.963 0.06 -0.13 -0.01
C -1.369 -0.189 -1.136 -0.16 0.03 0.08
C -1.239 0.917 -0.122 -0.09 0.11 -0.06
C -0.819 0.595 1.288 -0.05 -0.10 0.12
C 0.214 0.941 0.254 0.17 0.04 -0.07
H 2.099 -1.982 -0.241 -0.05 0.13 0.07
H 1.207 -1.531 1.223 0.05 0.08 -0.14
H 2.628 -0.589 0.725 -0.17 -0.04 -0.10
H 1.429 0.160 -1.330 -0.08 -0.01 0.08
H -1.398 0.326 -2.110 0.17 -0.37 -0.13
H -2.257 -0.826 -1.060 0.12 0.12 0.10
H -1.787 1.805 -0.413 0.08 0.20 0.51
H -0.855 -0.436 1.639 -0.12 0.15 -0.20
H -1.001 1.327 2.074 -0.04 -0.10 -0.30
H 0.771 1.870 0.334 -0.10 -0.18 -0.01
```
Forces are in eV/Å.

Output
Lowest unoccupied orbital energy (eV): 1.140
HOMO (eV): -9.62
Total charge: 0
HOMO-LUMO gap (eV): 10.76

Record 2
DFT (wB97M-V/def2-TZVPD) results for C44H70BN14ORe as an isolated structure.

The geometry in XYZ format:
```
131
Properties=species:S:1:pos:R:3:forces:R:3
Re 0.367 0.149 -0.225 -0.75 -0.26 -0.27
C -2.109 -3.794 1.808 -0.08 0.00 0.03
C -2.286 -2.622 0.826 0.05 0.03 -0.03
C -1.744 -3.073 -0.532 -0.10 0.15 0.34
C -1.884 -1.325 1.537 -0.03 0.08 0.09
C -2.560 -1.024 2.702 0.06 -0.08 -0.04
C -2.026 0.140 3.234 -0.06 -0.03 -0.02
C -2.601 0.766 4.477 -0.01 0.08 0.01
C -3.782 1.666 4.070 0.02 -0.04 0.06
C -1.650 1.429 5.468 0.02 0.02 -0.02
N -1.066 0.550 2.395 0.04 -0.06 0.15
N -0.956 -0.325 1.334 0.04 0.20 -0.14
B -0.115 1.760 2.415 -0.07 0.00 -0.02
N -0.412 2.662 1.171 0.28 -0.04 0.08
N 0.169 2.240 -0.022 -0.05 -0.42 -0.12
C 0.423 3.362 -0.754 -0.08 0.21 0.07
C -0.067 4.451 -0.071 0.10 -0.02 -0.03
C -0.575 3.994 1.141 -0.09 0.16 -0.17
C -1.334 4.914 2.060 -0.11 -0.08 0.09
C -2.779 4.978 1.521 0.06 -0.03 0.06
C -1.328 4.647 3.557 0.04 0.15 -0.01
C 1.151 3.519 -2.061 -0.03 -0.16 -0.03
C 2.532 2.849 -2.037 0.08 0.08 0.12
C 0.250 3.200 -3.258 0.04 0.04 0.06
N 1.377 1.280 2.286 -0.04 -0.08 0.16
N 1.782 0.540 1.192 0.03 -0.18 -0.50
C 3.137 0.369 1.275 0.03 0.13 0.09
C 3.571 0.964 2.431 0.02 -0.03 -0.11
C 2.450 1.538 3.044 0.09 0.00 0.07
C 2.528 2.232 4.372 -0.05 0.04 0.05
C 2.212 1.217 5.481 0.04 0.02 -0.02
C 1.723 3.525 4.528 0.10 -0.13 0.07
C 3.986 -0.331 0.253 0.03 0.03 0.05
C 5.059 0.616 -0.301 -0.04 -0.03 -0.02
C 4.667 -1.557 0.872 -0.03 0.00 -0.05
H -2.456 -4.715 1.338 0.00 0.00 0.01
H -2.673 -3.656 2.726 0.03 -0.03 0.00
H -1.059 -3.927 2.070 0.03 0.00 -0.01
H -3.367 -2.494 0.706 0.01 0.05 -0.05
H -0.824 -3.643 -0.428 0.10 0.01 0.03
H -1.575 -2.276 -1.244 0.03 0.14 -0.17
H -2.473 -3.752 -0.974 0.02 0.12 0.15
H -3.352 -1.603 3.146 -0.01 0.02 -0.01
H -3.036 -0.086 5.004 0.02 -0.02 0.00
H -3.488 2.399 3.322 0.05 0.11 -0.03
H -4.161 2.198 4.942 -0.01 -0.01 0.00
H -4.597 1.073 3.655 0.00 0.01 -0.02
H -1.300 2.408 5.143 -0.02 -0.14 0.09
H -0.788 0.795 5.672 -0.02 0.01 0.01
H -2.180 1.569 6.409 0.00 0.02 0.00
H -0.251 2.371 3.410 0.06 -0.17 -0.16
H -0.035 5.476 -0.402 -0.01 0.01 0.01
H -0.879 5.893 1.897 -0.02 0.01 -0.01
H -3.254 3.996 1.584 0.00 0.02 0.00
H -2.809 5.314 0.485 0.00 -0.02 0.00
H -3.361 5.675 2.122 0.00 0.01 -0.01
H -1.743 3.674 3.797 -0.10 0.09 -0.02
H -1.949 5.398 4.044 -0.01 0.03 -0.01
H -0.327 4.723 3.982 -0.27 0.04 -0.11
H 1.338 4.591 -2.126 0.00 0.01 0.02
H 2.534 1.948 -1.425 0.11 0.34 0.02
H 3.267 3.524 -1.601 0.01 0.01 -0.01
H 2.874 2.608 -3.046 0.01 0.00 -0.01
H -0.222 2.229 -3.159 -0.04 -0.02 -0.03
H 0.819 3.233 -4.189 0.00 -0.01 -0.01
H -0.546 3.941 -3.329 0.00 -0.01 -0.01
H 4.582 1.012 2.800 -0.01 0.01 0.02
H 3.585 2.490 4.466 0.00 0.02 -0.02
H 1.214 0.802 5.347 0.01 0.01 0.01
H 2.253 1.709 6.452 0.00 0.00 0.01
H 2.930 0.396 5.486 -0.01 -0.01 0.00
H 0.722 3.327 4.908 0.15 -0.02 -0.02
H 1.646 4.077 3.589 0.04 -0.02 0.01
H 2.222 4.170 5.250 0.01 0.00 0.02
H 3.344 -0.661 -0.567 -0.03 -0.03 -0.01
H 5.715 0.954 0.500 0.01 0.00 -0.01
H 4.636 1.497 -0.780 -0.02 0.04 0.00
H 5.675 0.087 -1.030 0.01 0.00 0.00
H 5.415 -1.241 1.600 0.00 -0.01 0.01
H 5.180 -2.131 0.100 0.01 0.01 0.01
H 3.960 -2.208 1.382 -0.03 -0.03 0.00
C -3.061 0.263 -4.681 -0.07 0.05 -0.04
N -2.748 0.228 -3.248 -0.02 -0.03 0.05
C -3.899 0.256 -2.335 -0.04 0.02 0.03
C -1.529 0.110 -2.749 0.07 -0.31 -0.21
N -1.295 0.131 -1.440 0.50 -0.06 0.39
N -0.491 -0.092 -3.622 -0.04 0.30 0.09
C 0.859 0.036 -3.370 -0.04 -0.09 0.04
N 1.642 -0.068 -4.459 0.00 0.10 -0.05
N 1.326 0.220 -2.178 0.16 0.05 0.40
H -3.378 -0.720 -5.032 0.01 0.08 0.03
H -2.225 0.622 -5.276 0.01 0.03 0.02
H -3.872 0.972 -4.834 -0.01 0.00 0.02
H -4.806 0.299 -2.928 0.01 -0.01 -0.01
H -3.873 1.141 -1.698 0.00 0.01 -0.02
H -3.936 -0.649 -1.727 0.03 -0.01 0.00
H -2.133 0.297 -0.895 -0.04 0.06 -0.06
H -0.746 -0.287 -4.576 0.01 -0.11 0.10
H 1.260 -0.034 -5.389 0.00 0.04 0.00
H 2.629 0.119 -4.384 0.01 -0.05 0.01
H 2.335 0.326 -2.189 -0.12 0.07 -0.10
C -3.793 -4.118 -3.928 0.06 -0.04 -0.05
C -2.305 -3.907 -3.892 0.03 0.02 -0.03
C -1.488 -4.644 -3.042 0.09 -0.12 -0.28
C -0.106 -4.505 -3.037 -0.12 -0.12 -0.06
C 0.503 -3.605 -3.902 0.07 -0.04 -0.11
N 1.910 -3.420 -4.010 -0.15 0.07 -0.08
C 2.928 -4.145 -3.416 0.17 -0.05 0.07
O 3.940 -4.426 -4.002 -0.11 0.06 0.02
N 2.765 -4.525 -2.076 -0.01 -0.17 -0.04
C 2.198 -3.839 -1.020 0.04 0.06 0.13
C 2.218 -4.422 0.252 0.03 0.01 -0.04
C 1.702 -3.728 1.323 -0.04 0.01 0.03
C 1.176 -2.464 1.129 0.00 -0.12 0.03
N 1.124 -1.905 -0.090 -0.13 0.26 0.10
C 1.620 -2.582 -1.144 -0.18 0.00 -0.04
C -0.302 -2.861 -4.765 0.03 -0.17 -0.03
C -1.679 -3.013 -4.759 0.02 -0.08 0.03
H -4.162 -4.530 -2.991 -0.02 0.02 0.02
H -4.058 -4.824 -4.717 0.00 0.00 0.01
H -4.326 -3.191 -4.138 -0.03 0.02 0.01
H -1.937 -5.380 -2.386 0.03 -0.01 -0.05
H 0.484 -5.146 -2.398 -0.05 -0.01 -0.06
H 2.208 -3.160 -4.941 0.01 -0.04 -0.02
H 3.436 -5.239 -1.826 0.04 0.02 -0.02
H 2.645 -5.408 0.391 0.00 0.00 -0.01
H 1.712 -4.157 2.315 0.01 0.02 0.00
H 0.785 -1.890 1.954 0.03 0.04 -0.01
H 1.535 -2.123 -2.113 0.09 0.07 0.08
H 0.171 -2.217 -5.501 0.00 -0.05 -0.04
H -2.277 -2.464 -5.480 0.05 -0.10 -0.03
```
Forces are in eV/Å.

Output
Lowest unoccupied orbital energy (spin up / spin down) (eV): -9.976 / -9.588
HOMO (spin up / spin down) (eV): -15.38 / -15.38
Total charge: +3
HOMO-LUMO gap (spin up / spin down) (eV): 5.40 / 5.79
2S+1: 2

Record 3
DFT (wB97M-V/def2-TZVPD) results for a 5-piece molecular cluster, C3H15N2O2 overall.

The geometry in XYZ format:
```
22
Properties=species:S:1:pos:R:3:forces:R:3
C -0.731 0.878 0.982 -1.85 -0.10 0.32
C -2.068 0.438 1.516 0.31 -0.95 -0.33
C -2.091 1.680 0.732 -0.19 -0.22 0.42
N -2.277 -0.288 -1.291 0.69 -0.13 0.89
N -1.422 -2.624 -0.541 0.14 0.20 -0.06
H 0.104 1.093 1.625 -0.14 0.76 0.17
H -0.495 0.220 0.165 0.39 0.59 -0.52
H -2.444 -0.418 0.950 -0.22 -0.31 0.28
H -2.341 0.461 2.560 0.03 0.03 0.01
H -2.542 1.756 -0.273 0.86 -0.19 -0.27
H -2.662 2.391 1.328 1.14 0.77 0.03
H -1.618 -1.669 -0.859 0.62 0.41 -0.26
H -2.170 -0.637 -2.253 -0.88 0.29 -0.25
H -3.182 0.127 -1.029 -0.27 -0.68 -0.51
H -2.031 -3.336 -0.912 -0.17 -0.30 0.18
H -1.227 -2.657 0.458 -0.44 -0.19 -0.08
H 5.931 0.496 1.560 -0.13 -0.26 -0.20
H 5.098 -0.277 0.486 -0.10 -0.52 -0.05
O 5.443 0.575 0.732 0.28 0.88 0.28
H 4.931 0.929 -1.885 1.03 0.95 0.05
H 3.519 0.595 -2.255 -0.66 0.29 -0.47
O 4.276 0.264 -1.795 -0.44 -1.33 0.39
```
Forces are in eV/Å.

Output
Lowest unoccupied orbital energy (eV): -9.693
HOMO (eV): -13.13
Total charge: +1
HOMO-LUMO gap (eV): 3.44

The records above yield total energy values of -309.8193; -2662.9336; -382.7321 Ha, respectively.
The records above yield energy relative to the best compared isomer or geometry (same formula, charge and spin) values of 60.5; 24.2; 902.7 kJ/mol, respectively.